No. 1
{"formula": "C25H41N2O13", "method": "wB97M-V/def2-TZVPD", "orbital_gap_ev": 8.185, "homo_energy_ev": -11.476, "total_charge": 1, "total_energy_ha": -2064.579092, "spin_multiplicity": 1, "species": ["O", "N", "O", "C", "C", "C", "O", "C", "C", "N", "H", "H", "H", "H", "H", "H", "H", "H", "H", "H", "H", "O", "C", "O", "C", "C", "C", "H", "H", "H", "H", "H", "H", "O", "C", "O", "C", "C", "C", "H", "H", "H", "H", "H", "H", "O", "C", "O", "C", "C", "C", "H", "H", "H", "H", "H", "H", "O", "C", "O", "C", "C", "C", "H", "H", "H", "H", "H", "H", "O", "C", "O", "C", "C", "C", "H", "H", "H", "H", "H", "H"], "coordinates": [[4.45167, -2.57069, -2.47400], [4.02360, -3.28881, -1.68271], [2.72790, -2.80075, -1.21618], [1.89989, -3.81177, -0.66816], [0.56220, -3.76034, -1.40368], [-0.62677, -4.21856, -0.59012], [-0.84249, -3.48289, 0.59205], [-0.48363, -2.11107, 0.55573], [-0.39154, -1.47397, -0.82841], [0.24667, -2.36829, -1.87179], [2.34585, -4.80214, -0.77159], [1.74209, -3.63462, 0.39683], [0.57920, -4.37470, -2.30496], [-1.47284, -4.17249, -1.27111], [-0.45315, -5.25861, -0.30672], [-1.26105, -1.56177, 1.08957], [0.44391, -1.94058, 1.10929], [-1.34992, -1.12837, -1.20703], [0.23932, -0.58924, -0.73341], [1.07471, -1.91321, -2.26030], [-0.41562, -2.48308, -2.64932], [2.08968, 0.76008, 1.22474], [3.18818, 0.85945, 0.74908], [4.18438, 1.54695, 1.33382], [5.35148, 1.55917, 0.48519], [5.18630, 0.35090, -0.43246], [3.66618, 0.28145, -0.56002], [5.36094, 2.49876, -0.06952], [6.23223, 1.51035, 1.11948], [5.70630, 0.44835, -1.38359], [5.55306, -0.55180, 0.06024], [3.28744, 0.90880, -1.37110], [3.29235, -0.72771, -0.67746], [-4.14846, 2.24309, 1.52908], [-3.08578, 1.92303, 1.97557], [-1.91941, 2.20971, 1.35093], [-0.81136, 1.61786, 2.05800], [-1.31665, 1.40620, 3.48004], [-2.80304, 1.14680, 3.24725], [-0.55057, 0.68030, 1.56177], [0.04182, 2.28522, 1.99470], [-0.79839, 0.60604, 4.00353], [-1.18877, 2.32144, 4.05894], [-3.00993, 0.09017, 3.06481], [-3.42905, 1.49663, 4.06139], [-2.68620, 3.06206, 8.56682], [-3.26170, 3.56958, 7.65382], [-3.22535, 3.04896, 6.39607], [-3.91842, 3.91193, 5.48276], [-4.87256, 4.73605, 6.33756], [-4.09471, 4.83945, 7.64881], [-3.18151, 4.53815, 4.97321], [-4.43000, 3.30031, 4.74308], [-5.12957, 5.69175, 5.88700], [-5.79609, 4.17934, 6.50062], [-3.41179, 5.69058, 7.65927], [-4.72592, 4.87713, 8.53184], [2.48277, 2.21184, -3.35144], [3.57651, 2.30844, -3.83285], [4.58059, 2.97646, -3.22646], [5.74453, 3.01243, -4.07798], [5.57601, 1.83397, -5.03049], [4.05557, 1.75339, -5.16089], [5.75458, 3.97084, -4.59901], [6.62950, 2.94422, -3.45064], [6.10166, 1.97105, -5.97226], [5.95494, 0.92401, -4.56187], [3.67280, 2.39664, -5.95476], [3.68470, 0.74267, -5.30610], [-1.76168, -3.49179, -3.76652], [-2.93482, -3.63981, -3.51991], [-3.33031, -3.88334, -2.26007], [-4.76504, -4.06022, -2.18669], [-5.29034, -3.38423, -3.44872], [-4.13367, -3.58663, -4.43473], [-4.96864, -5.13141, -2.17355], [-5.12433, -3.61867, -1.26193], [-6.24015, -3.79315, -3.78254], [-5.42733, -2.31807, -3.26556], [-4.19432, -4.53356, -4.97427], [-4.02860, -2.77569, -5.15000]], "atomic_forces_ev_per_a": [[0.036, 0.066, 0.320], [-0.120, -0.300, -0.242], [0.179, 0.113, -0.319], [-0.207, 0.027, 0.409], [0.073, -0.118, -0.086], [0.304, -0.291, -0.149], [0.065, 0.104, -0.057], [-0.196, 0.131, 0.039], [0.345, 0.381, 0.119], [-0.333, 0.248, -0.173], [0.056, 0.044, -0.122], [0.128, 0.117, -0.010], [0.149, 0.091, -0.055], [-0.266, -0.099, 0.264], [-0.149, 0.027, 0.068], [0.034, -0.020, 0.038], [0.089, -0.130, -0.110], [-0.102, -0.323, -0.078], [-0.015, 0.010, 0.006], [0.137, -0.154, 0.193], [-0.170, -0.184, -0.045], [-0.048, -0.100, 0.111], [-0.018, 0.114, -0.187], [-0.086, -0.038, 0.051], [0.150, -0.024, -0.098], [-0.155, -0.041, 0.000], [0.318, -0.044, -0.068], [-0.041, -0.008, -0.015], [-0.057, 0.012, 0.076], [0.012, 0.127, 0.024], [0.062, 0.047, 0.035], [-0.050, 0.031, 0.033], [-0.150, 0.041, -0.030], [0.033, 0.039, -0.018], [-0.158, -0.133, 0.032], [0.038, -0.020, -0.050], [0.017, 0.060, 0.137], [-0.068, -0.022, -0.011], [0.359, 0.157, 0.123], [0.032, 0.009, 0.033], [-0.017, 0.013, -0.107], [0.010, -0.018, -0.037], [0.016, -0.010, 0.012], [-0.091, 0.003, -0.006], [-0.126, -0.133, -0.032], [-0.030, -0.046, -0.033], [0.090, 0.119, 0.115], [-0.032, -0.047, -0.058], [-0.092, 0.146, -0.184], [0.040, -0.029, 0.170], [-0.199, -0.141, -0.192], [-0.001, 0.013, 0.001], [0.023, -0.037, 0.011], [0.064, 0.009, -0.012], [-0.007, 0.003, -0.023], [0.006, 0.009, 0.049], [0.106, 0.049, 0.078], [0.100, -0.132, 0.173], [-0.199, 0.024, -0.254], [0.021, -0.068, 0.097], [0.094, 0.004, -0.095], [-0.075, -0.030, 0.008], [0.347, -0.017, 0.145], [-0.018, -0.002, -0.010], [-0.048, 0.015, 0.067], [-0.016, 0.054, -0.001], [0.022, 0.005, -0.011], [-0.047, -0.028, -0.016], [-0.139, 0.056, -0.056], [0.221, 0.247, -0.065], [-0.175, -0.051, 0.251], [-0.064, 0.090, 0.030], [-0.243, -0.090, -0.233], [0.089, 0.032, -0.036], [-0.092, 0.154, 0.192], [0.025, -0.004, 0.004], [0.124, 0.046, 0.014], [0.033, -0.056, -0.016], [-0.034, -0.007, 0.005], [0.004, 0.000, -0.029], [0.084, -0.091, -0.103]]}


No. 2
{"formula": "C2HN3O3", "method": "wB97M-V/def2-TZVPD", "orbital_gap_ev": 9.330, "smiles": "O=c1nnnc(O)o1", "homo_energy_ev": -10.558, "total_energy_ha": -466.709093, "spin_multiplicity": 1, "species": ["O", "C", "N", "N", "N", "C", "O", "O", "H"], "coordinates": [[0.24124, 0.58832, 2.64654], [-0.05523, 0.11486, 1.54620], [-0.63138, -1.18657, 1.26904], [-0.77428, -1.53983, 0.07708], [-0.40939, -0.74684, -0.85204], [0.12835, 0.35734, -0.78240], [0.56611, 1.00698, -1.78202], [0.14513, 1.04096, 0.41272], [0.78946, 0.36478, -2.53512]], "atomic_forces_ev_per_a": [[-1.249, -2.187, -3.936], [0.804, 2.375, 2.678], [0.753, 1.051, 1.422], [-1.107, -1.036, 2.597], [0.099, -2.603, -5.281], [-0.541, 2.801, 4.195], [1.714, 0.191, -2.597], [0.328, -1.755, -0.472], [-0.800, 1.163, 1.393]]}


Copy entry 2 word for word.
{"formula": "C2HN3O3", "method": "wB97M-V/def2-TZVPD", "orbital_gap_ev": 9.330, "smiles": "O=c1nnnc(O)o1", "homo_energy_ev": -10.558, "total_energy_ha": -466.709093, "spin_multiplicity": 1, "species": ["O", "C", "N", "N", "N", "C", "O", "O", "H"], "coordinates": [[0.24124, 0.58832, 2.64654], [-0.05523, 0.11486, 1.54620], [-0.63138, -1.18657, 1.26904], [-0.77428, -1.53983, 0.07708], [-0.40939, -0.74684, -0.85204], [0.12835, 0.35734, -0.78240], [0.56611, 1.00698, -1.78202], [0.14513, 1.04096, 0.41272], [0.78946, 0.36478, -2.53512]], "atomic_forces_ev_per_a": [[-1.249, -2.187, -3.936], [0.804, 2.375, 2.678], [0.753, 1.051, 1.422], [-1.107, -1.036, 2.597], [0.099, -2.603, -5.281], [-0.541, 2.801, 4.195], [1.714, 0.191, -2.597], [0.328, -1.755, -0.472], [-0.800, 1.163, 1.393]]}